No. 1
Density functional theory data (ωB97M-V/def2-TZVPD) for the molecule C14H21N3O2.

Geometry as XYZ:
```
40
Properties=species:S:1:pos:R:3:forces:R:3:nbo_charge:R:1
C 6.864397 0.157759 -0.270202 0.13 0.14 -0.01 -0.249
O 5.893831 -0.855500 -0.234821 -0.32 -0.19 0.01 -0.497
C 4.575390 -0.484608 -0.157387 -0.02 -0.01 0.00 0.257
C 3.647068 -1.523498 -0.120630 0.22 0.13 0.02 -0.228
C 2.297233 -1.265263 -0.047931 0.02 0.02 0.06 -0.241
C 1.812293 0.048702 0.006611 0.31 0.06 -0.09 0.147
C 2.751555 1.080340 -0.033359 -0.32 -0.04 0.02 -0.212
C 4.109198 0.821039 -0.118819 0.42 -0.17 -0.04 -0.299
H 4.790306 1.657559 -0.145437 0.09 0.04 0.00 0.216
H 2.434135 2.109776 0.014381 -0.06 0.09 0.01 0.203
N 0.455995 0.295496 0.052390 -0.32 0.14 0.04 -0.435
C -0.065491 1.629398 -0.134302 -0.08 0.09 -0.14 -0.216
C -1.558302 1.546025 -0.428962 0.05 0.21 0.00 -0.220
N -2.267711 1.063741 0.740584 0.11 0.04 -0.10 -0.450
C -3.653682 0.744076 0.516572 -0.06 -0.07 -0.01 -0.191
C -3.941434 -0.497632 -0.363493 0.04 0.15 0.27 -0.529
C -5.435615 -0.731563 -0.409632 0.35 0.01 -0.21 0.675
O -6.020621 -1.479339 0.340058 -0.11 -0.23 0.32 -0.611
N -6.084153 0.000732 -1.348392 -0.31 0.24 -0.30 -0.828
H -5.606743 0.635995 -1.961153 0.02 -0.05 0.02 0.391
H -7.086032 -0.069147 -1.410570 0.04 0.00 0.04 0.404
H -3.472533 -1.373829 0.084041 -0.06 -0.03 -0.07 0.230
H -3.549065 -0.349525 -1.370166 0.05 -0.05 -0.02 0.206
H -4.119527 1.622970 0.059793 -0.08 -0.03 0.07 0.192
H -4.119503 0.586820 1.493081 -0.10 0.03 -0.08 0.209
C -1.497553 0.093066 1.502220 0.24 -0.03 0.11 -0.230
C -0.459391 -0.649993 0.655599 -0.23 -0.16 0.05 -0.224
H -0.965201 -1.244705 -0.119412 0.01 -0.09 0.14 0.179
H 0.092932 -1.335077 1.303648 -0.04 0.01 -0.05 0.214
H -0.970760 0.627554 2.303302 0.00 -0.21 0.02 0.194
H -2.170939 -0.625647 1.971406 0.01 -0.01 0.02 0.210
H -1.942936 2.541875 -0.673997 0.07 -0.06 -0.09 0.202
H -1.697084 0.900541 -1.311877 0.03 0.05 0.00 0.165
H 0.441220 2.087787 -0.988677 -0.04 0.04 0.09 0.211
H 0.090648 2.269030 0.748018 0.03 0.06 -0.07 0.180
H 1.609598 -2.096257 -0.051271 -0.08 -0.08 -0.01 0.212
H 4.010839 -2.538197 -0.160892 0.04 -0.13 -0.01 0.222
H 6.838937 0.774262 0.635211 -0.01 -0.01 -0.04 0.172
H 6.745425 0.801634 -1.148787 0.00 -0.01 0.04 0.172
H 7.824499 -0.353289 -0.328408 -0.04 0.09 0.00 0.198
```
Forces are in eV/Å.

Total energy, Ha: -860.8079
Frontier orbital gap, eV: 7.9
SMILES: COc1ccc(N2CCN(CCC(N)=O)CC2)cc1
Largest force on an atom, Eh/bohr: 0.0096
Molecular weight, g mol⁻¹: 263.34
Multiplicity: 1
Total charge: 0

***

No. 2
Density functional theory data (ωB97M-V/def2-TZVPD) for a cluster of 16 separate species, C56H92N4O12 in total in a non-equilibrium geometry.

Geometry as XYZ:
```
164
Properties=species:S:1:pos:R:3:forces:R:3:lowdin_charge:R:1
N 1.640372 4.999979 0.311582 -0.18 -0.11 0.36 0.072
C 0.773862 4.195294 0.943346 0.48 -0.08 -0.51 -0.134
C 0.187910 4.481853 2.159438 -0.27 0.59 0.52 -0.076
C 0.453739 5.718591 2.737611 0.37 -0.13 -0.44 -0.069
C 1.304887 6.579918 2.058473 -0.22 0.47 0.46 -0.075
C 1.904083 6.177759 0.881040 -0.36 -0.28 -0.45 -0.149
H 0.569131 3.265128 0.427696 -0.01 0.04 0.10 0.076
H -0.500901 3.818108 2.664413 0.14 -0.23 -0.12 0.083
H 0.042730 6.022933 3.690665 -0.22 -0.13 -0.03 0.109
H 1.427539 7.586592 2.440033 0.33 -0.05 -0.03 0.102
H 2.562415 6.824402 0.313265 0.08 0.09 0.16 0.105
N 3.595256 -5.017854 -3.169210 0.25 -0.12 -0.19 0.055
C 4.432702 -4.360432 -2.367336 0.03 0.27 0.22 -0.163
C 4.147551 -3.126388 -1.803564 -0.73 -0.63 0.17 -0.054
C 2.851708 -2.624409 -1.962408 0.96 0.28 0.52 -0.079
C 1.987766 -3.264015 -2.826144 0.15 -0.36 -0.14 -0.056
C 2.432804 -4.440471 -3.439202 -0.27 0.56 0.21 -0.157
H 5.364916 -4.835074 -2.081119 0.04 -0.21 -0.36 0.106
H 4.867194 -2.689262 -1.125297 -0.07 0.22 -0.04 0.093
H 2.595870 -1.782573 -1.331707 -0.42 0.20 -0.49 0.065
H 0.988769 -2.896898 -3.021302 -0.02 0.04 0.03 0.076
H 1.787360 -4.923251 -4.162910 0.05 -0.24 0.00 0.095
N 0.458543 -0.913397 -0.019361 0.43 -1.14 0.19 0.083
C -0.240572 -0.589205 -1.102551 0.00 0.81 0.87 -0.131
C -1.023526 0.561124 -1.125486 -0.88 -0.69 -0.59 -0.065
C -1.095164 1.362892 -0.010704 0.30 -0.15 0.48 -0.060
C -0.329823 1.005932 1.093360 -0.56 0.26 0.49 -0.068
C 0.395109 -0.173095 1.087745 -0.29 0.78 -0.79 -0.132
H -0.212703 -1.261820 -1.946522 0.13 -0.09 0.01 0.070
H -1.685714 0.718636 -1.970639 0.21 0.25 -0.09 0.092
H -1.730419 2.237740 0.032437 0.27 -0.12 -0.15 0.079
H -0.376143 1.621053 1.985942 0.19 -0.12 0.05 0.089
H 0.916907 -0.473502 1.987218 0.18 -0.25 -0.14 0.092
N -1.180418 -0.902429 -5.873810 -0.58 0.39 -0.11 0.064
C -1.008321 -0.199456 -7.002271 0.69 0.02 0.30 -0.135
C -0.142896 0.891762 -7.068981 -0.30 -0.04 0.46 -0.061
C 0.507051 1.276021 -5.907645 0.32 0.59 -0.47 -0.074
C 0.287490 0.607593 -4.724549 -0.57 0.18 0.26 -0.067
C -0.611483 -0.443717 -4.755228 0.67 -0.56 -0.37 -0.157
H -1.525715 -0.544315 -7.887096 -0.11 -0.11 -0.01 0.101
H 0.013333 1.510805 -7.941687 -0.18 -0.34 -0.28 0.104
H 1.146085 2.148027 -5.984190 0.12 -0.04 0.33 0.115
H 0.675330 0.952302 -3.775016 0.26 -0.27 -0.28 0.066
H -0.777799 -1.010705 -3.848039 -0.32 -0.13 -0.08 0.062
C -4.539965 -1.983566 -5.214067 -0.16 0.85 -0.37 -0.012
C -4.985604 -0.911408 -4.242043 -0.09 -0.27 0.69 -0.473
O -6.074306 -0.389975 -4.326951 0.03 0.04 -0.27 0.064
C -4.082922 -0.562003 -3.073264 -0.37 0.43 -0.20 -0.008
H -5.075016 -1.769099 -6.140623 0.07 -0.20 -0.06 0.084
H -4.851292 -2.972153 -4.879004 0.18 -0.04 0.18 0.078
H -3.466111 -1.900444 -5.386006 0.03 -0.35 0.05 0.051
H -3.055121 -0.360729 -3.368672 0.02 -0.14 -0.11 0.053
H -4.079371 -1.377828 -2.358598 0.10 -0.18 -0.03 0.051
H -4.517664 0.302323 -2.572842 0.06 -0.03 -0.01 0.065
C 5.019643 -1.759942 1.887954 0.46 -0.36 0.19 -0.010
C 4.836358 -0.317650 1.470020 -1.18 0.18 0.99 -0.468
O 5.298824 0.585791 2.128656 0.64 0.06 -0.22 0.062
C 3.761034 -0.020789 0.452412 0.80 -0.28 -0.70 -0.014
H 5.718946 -2.381777 1.322781 -0.13 0.30 -0.49 0.087
H 4.050157 -2.259508 1.860812 0.06 -0.11 0.04 0.063
H 5.433589 -1.793060 2.896207 -0.19 0.19 0.07 0.080
H 2.999810 -0.797563 0.469495 -0.15 0.17 0.04 0.042
H 4.221064 -0.047322 -0.543707 -0.13 -0.02 -0.06 0.088
H 3.359082 0.980046 0.589491 -0.11 -0.06 0.17 0.079
C -1.106464 -4.056295 3.934462 0.00 -0.30 -0.81 -0.011
C -0.471804 -2.831395 4.555322 0.21 -0.59 0.29 -0.492
O 0.222694 -2.074572 3.919944 -0.23 0.12 -0.29 0.042
C -0.642570 -2.643590 6.039059 -0.10 0.72 0.28 -0.025
H -0.615066 -4.993805 4.211069 0.10 0.22 0.54 0.094
H -0.987570 -4.048148 2.849032 -0.13 0.39 0.03 0.062
H -2.164503 -4.168271 4.172118 0.01 0.12 0.17 0.083
H -0.254685 -3.495646 6.597454 -0.12 -0.10 -0.04 0.089
H -1.681303 -2.459620 6.325734 -0.10 -0.39 -0.15 0.088
H -0.111726 -1.740210 6.341985 0.22 -0.14 -0.05 0.073
C 2.533399 -6.177509 0.482529 0.23 0.29 0.18 -0.011
C 2.565993 -4.998035 1.440865 -0.29 -0.60 -0.07 -0.484
O 3.449329 -4.879633 2.258961 -0.09 0.22 0.07 0.054
C 1.461133 -3.986095 1.239967 0.59 -0.65 -0.46 -0.014
H 1.587396 -6.718868 0.477099 -0.18 0.29 -0.03 0.080
H 3.310196 -6.897374 0.727985 0.20 0.18 -0.12 0.084
H 2.697063 -5.714331 -0.496386 -0.01 -0.43 -0.19 0.070
H 1.729919 -3.427482 0.337854 0.05 0.40 0.26 0.061
H 1.343585 -3.359289 2.118723 -0.23 0.17 -0.17 0.060
H 0.571953 -4.527687 0.911305 -0.28 0.17 0.43 0.082
C -3.027140 -0.711135 2.391826 -0.31 -0.34 -1.12 -0.014
C -3.699880 -1.087932 1.053407 0.46 0.89 0.22 -0.477
O -4.643776 -0.444047 0.659547 0.01 -0.05 -0.15 0.063
C -3.192491 -2.325516 0.348947 -0.39 0.93 -0.09 -0.004
H -1.952104 -0.882378 2.396044 -0.07 -0.49 0.07 0.049
H -3.579561 -1.367574 3.068917 0.37 0.24 0.59 0.096
H -3.167278 0.346273 2.603804 -0.44 -0.09 0.07 0.053
H -2.106879 -2.271152 0.263556 0.07 -0.60 0.55 0.076
H -3.549032 -2.345593 -0.674388 -0.32 -0.05 0.05 0.037
H -3.656158 -3.127954 0.928195 0.69 -0.47 -0.13 0.099
C -2.075086 3.179884 -4.078732 0.11 -0.09 -0.60 -0.007
C -1.548555 4.081739 -5.192690 0.02 -1.12 -0.19 -0.481
O -0.473131 4.631079 -5.179720 0.02 0.15 0.46 0.057
C -2.373084 4.093744 -6.461124 -0.54 0.66 -0.13 -0.029
H -3.131077 2.984334 -4.268687 -0.12 0.21 0.43 0.077
H -1.845686 3.475945 -3.057818 -0.15 0.34 -0.13 0.059
H -1.598643 2.205492 -4.237506 0.12 0.08 -0.12 0.063
H -3.076318 3.271238 -6.590414 0.35 -0.29 0.12 0.076
H -1.720519 4.218321 -7.322133 0.01 -0.12 -0.01 0.080
H -3.027674 4.974249 -6.438610 0.15 0.10 0.09 0.089
C 3.793481 3.394009 3.086369 -0.47 0.72 0.04 -0.007
C 2.603690 2.934684 3.888508 0.37 -0.55 -0.53 -0.494
O 1.885464 2.051833 3.466934 -0.25 -0.10 0.05 0.034
C 2.309241 3.599918 5.191147 0.00 0.16 0.98 -0.012
H 3.685061 4.480234 2.978330 0.23 0.03 0.09 0.082
H 3.792625 2.971982 2.086757 0.06 -0.29 0.12 0.066
H 4.726633 3.188438 3.609272 0.02 -0.05 -0.03 0.093
H 1.728061 2.948719 5.842351 -0.25 -0.02 -0.27 0.077
H 1.731261 4.509638 5.015305 -0.06 -0.05 -0.08 0.077
H 3.178023 3.889876 5.786289 0.27 0.04 -0.43 0.086
C 1.349713 2.737439 -2.413298 0.74 1.21 0.94 -0.018
C 2.788924 2.290156 -2.575293 -0.60 0.00 -1.21 -0.481
O 3.077864 1.153206 -2.881053 0.00 -0.21 0.40 0.045
C 3.842702 3.363491 -2.489780 0.29 -0.62 0.13 -0.013
H 1.399765 3.603816 -1.743045 -0.26 -0.09 0.14 0.059
H 0.687531 1.998237 -1.972073 0.12 -0.08 -0.35 0.050
H 0.974973 3.193393 -3.333141 -0.06 -0.37 -0.21 0.084
H 4.790459 2.882426 -2.728207 0.11 0.11 0.24 0.082
H 3.824699 3.749115 -1.468445 0.16 0.30 -0.12 0.076
H 3.695850 4.161176 -3.217238 -0.35 0.12 0.17 0.090
C -4.603984 3.066832 -1.226792 -0.65 0.41 0.47 0.004
C -3.485365 3.710442 -0.458733 0.65 0.18 -0.35 -0.500
O -2.483802 4.144451 -0.993392 -0.33 -0.03 -0.14 0.044
C -3.580601 3.777005 1.035394 0.31 0.05 0.67 -0.018
H -4.262751 2.298834 -1.915821 0.12 -0.05 0.15 0.059
H -5.143015 3.813278 -1.815343 0.21 0.11 -0.06 0.098
H -5.321105 2.694784 -0.494925 -0.05 -0.44 -0.29 0.083
H -4.292062 4.539133 1.361535 -0.18 -0.13 -0.09 0.099
H -2.603562 4.062700 1.426588 -0.02 0.12 -0.07 0.066
H -3.843262 2.819596 1.491472 -0.30 -0.02 -0.19 0.077
C -3.695945 -4.605220 -2.519732 -0.49 0.49 0.72 -0.021
C -2.388461 -4.006744 -2.939567 0.50 -0.71 -0.80 -0.480
O -2.074537 -2.865597 -2.706145 0.03 0.18 0.23 0.043
C -1.477389 -4.943962 -3.717929 0.02 0.50 0.13 0.002
H -4.457093 -3.826863 -2.434507 -0.03 -0.04 -0.28 0.078
H -3.596663 -4.963123 -1.489151 0.17 -0.25 -0.11 0.094
H -4.028410 -5.422922 -3.152037 0.04 -0.01 -0.05 0.086
H -1.446998 -5.923268 -3.242301 0.00 -0.08 -0.13 0.090
H -0.481432 -4.519199 -3.802251 0.05 -0.01 0.16 0.048
H -1.856965 -5.034673 -4.738247 -0.19 -0.17 0.06 0.097
C 3.109850 -3.194521 5.203020 0.16 -0.12 0.57 -0.003
C 3.795906 -1.855247 5.120296 0.24 -0.30 0.72 -0.500
O 4.911862 -1.698491 5.566215 0.06 -0.07 -0.10 0.066
C 3.045752 -0.685045 4.563660 0.62 0.43 -0.51 -0.026
H 3.651547 -3.895830 5.839103 0.47 0.16 -0.25 0.087
H 3.032066 -3.616242 4.199436 -0.46 -0.04 0.07 0.062
H 2.169479 -3.065556 5.742713 -0.39 0.05 -0.63 0.064
H 3.800999 0.081158 4.387312 -0.16 0.17 0.13 0.078
H 2.311268 -0.324251 5.283805 -0.14 -0.07 -0.10 0.088
H 2.571076 -0.872218 3.601025 -0.29 -0.22 0.18 0.063
C -1.119088 1.061964 5.008915 1.05 0.09 0.15 -0.007
C -1.767292 2.416300 5.119626 0.03 -0.09 -0.07 -0.488
O -1.120730 3.426785 5.284658 0.08 -0.06 -0.03 0.064
C -3.262012 2.485519 5.026735 -0.68 0.58 0.05 -0.017
H -1.453408 0.503613 4.136462 -0.22 -0.08 0.18 0.051
H -1.239804 0.476328 5.923523 -0.52 -0.04 -0.08 0.087
H -0.035930 1.190398 4.925732 -0.09 0.15 -0.23 0.067
H -3.689806 2.002562 4.146502 0.21 -0.25 0.06 0.063
H -3.565076 3.532664 4.997436 0.09 0.01 0.01 0.084
H -3.730129 2.056159 5.916176 0.11 -0.23 -0.06 0.091
```
Forces are in eV/Å.

Total energy, Ha: -3310.8720
Frontier orbital gap, eV: 9.2
Largest force on an atom, Eh/bohr: 0.0330
Molecular weight, g mol⁻¹: 1013.37
Multiplicity: 1
Total charge: 0

***

Question: Which formula does entry 1 have?
Answer: C14H21N3O2